No. 1
The following is a quantum chemistry calculation of C30H24BrN6NaO7S as an isolated structure, from OMol25.

Positions of all 70 atoms, in Å:
Na: 0.0685 -0.9480 0.2466
Br: -6.6932 7.7521 -0.1143
C: -6.6687 5.9742 0.5664
C: -7.7231 5.1210 0.2977
C: -7.6985 3.8368 0.8136
C: -6.6265 3.3714 1.5822
C: -5.5719 4.2607 1.8329
C: -5.5956 5.5463 1.3382
N: -6.7879 2.1405 2.2368
N: -5.8116 1.3356 2.4309
C: -4.6593 1.3013 1.7421
C: -4.4203 1.8633 0.4619
C: -3.2293 1.7652 -0.1820
C: -2.0963 1.0777 0.3906
O: -0.9974 1.0273 -0.1678
C: -2.3495 0.3872 1.6866
N: -1.3304 -0.3356 2.1772
C: -1.5240 -1.0226 3.2778
C: -2.7379 -1.0022 3.9783
C: -3.7713 -0.2377 3.5029
C: -3.6054 0.4831 2.3057
H: -8.5588 5.4494 -0.3062
H: -8.5252 3.1608 0.6365
H: -4.7199 3.9350 2.4139
H: -4.7751 6.2198 1.5452
H: -5.2402 2.3526 -0.0519
H: -3.0922 2.1567 -1.1814
H: -0.6961 -1.6333 3.6179
H: -2.8487 -1.5963 4.8772
H: -4.7245 -0.1867 4.0107
O: 0.5659 -4.8631 2.7271
S: 1.3732 -4.3097 1.6634
O: 1.4754 -5.0948 0.4571
N: 0.9969 -2.7718 1.3645
C: 1.9859 -1.9355 1.7429
O: 1.9637 -0.7109 1.6437
C: 3.1950 -2.6547 2.3037
C: 4.3880 -2.1225 2.7618
C: 5.3621 -2.9998 3.2176
C: 5.1436 -4.3766 3.2131
C: 3.9453 -4.9073 2.7516
C: 2.9948 -4.0123 2.3016
H: 4.5370 -1.0516 2.7529
H: 6.3073 -2.6138 3.5797
H: 5.9203 -5.0397 3.5741
H: 3.7636 -5.9731 2.7407
C: -3.6053 -3.0516 -3.7304
C: -3.9889 -3.9075 -2.5363
C: -2.8590 -4.0629 -1.5018
C: -3.3477 -4.9056 -0.3149
C: -2.2825 -5.0827 0.7566
C: -1.7192 -4.8069 -2.1646
O: -1.8297 -5.9525 -2.5785
N: -0.5487 -4.1341 -2.2375
C: -0.2967 -2.8255 -1.7685
O: 0.8371 -2.3927 -1.9442
N: -1.2652 -2.1300 -1.1486
C: -2.4880 -2.6588 -0.9842
O: -3.3802 -2.0492 -0.3994
H: -4.4300 -2.9805 -4.4428
H: -2.7487 -3.4703 -4.2628
H: -3.3394 -2.0394 -3.4223
H: -4.2775 -4.9117 -2.8611
H: -4.8342 -3.4630 -2.0067
H: -3.6702 -5.8739 -0.7075
H: -4.2174 -4.3889 0.0974
H: -1.3985 -5.5955 0.3736
H: -2.6596 -5.6733 1.5935
H: -1.9593 -4.1218 1.1590
H: 0.2591 -4.6330 -2.5820

Cartesian forces (eV/Å) of the 2 atoms listed first:
Na 0.0 0.5 -0.1
Br 0.0 0.1 0.0

## Properties
**Lowest unoccupied orbital energy**: 0.1319 Eh
**Frontier orbital gap**: 5.5 eV
**ΔE to the lowest compared entry with this formula, charge and spin**: 32.9 kJ/mol
**E_HOMO**: -0.071 Ha
**Multiplicity**: 1
**Charge**: -2
**E_tot**: -140072.59641 eV

No. 2
The following is a quantum chemistry calculation of C26H28N4O4 in the gas phase, from OMol25.

Positions of all 62 atoms, in Å:
H: 1.5563 1.3292 1.4715
N: 2.2532 0.5966 1.5386
C: 1.7982 -0.5698 1.2907
C: 0.4648 -0.9910 0.9335
C: -0.7592 -0.3164 0.6561
C: -0.9397 1.1363 0.6284
C: -0.1530 1.9236 -0.2048
C: -0.2841 3.3017 -0.2186
C: -1.2102 3.9189 0.6146
O: -1.4227 5.2617 0.6885
C: -0.6518 6.1099 -0.1271
C: -2.0021 3.1310 1.4538
C: -1.8687 1.7611 1.4601
C: -1.6890 -1.3150 0.4423
C: -3.0952 -1.2757 0.0961
C: -3.8857 -2.4064 0.2993
C: -5.2298 -2.4093 -0.0190
C: -5.8190 -1.2696 -0.5576
O: -7.1296 -1.1551 -0.9037
C: -7.9755 -2.2636 -0.7162
C: -5.0287 -0.1382 -0.7778
C: -3.6908 -0.1396 -0.4606
O: -1.1093 -2.5485 0.5750
C: 0.1772 -2.3470 0.8589
N: 1.0691 -3.3454 1.0477
C: 2.2707 -2.9350 1.2822
N: 2.6891 -1.6539 1.3684
C: 4.0895 -1.3693 1.6115
C: 5.0450 -1.8847 0.5047
N: 5.0351 -1.2774 -0.7907
C: 4.0589 -1.6678 -1.7839
C: 2.9148 -0.6575 -1.9501
O: 3.4053 0.6481 -2.1576
C: 4.2294 1.0531 -1.0783
C: 5.4292 0.1086 -0.9300
H: 0.5651 1.4581 -0.8651
H: 0.3427 3.8757 -0.8823
H: -0.9853 7.1209 0.1014
H: 0.4162 6.0224 0.0973
H: -0.8177 5.9063 -1.1900
H: -2.7152 3.6238 2.0953
H: -2.4838 1.1597 2.1127
H: -3.4354 -3.2936 0.7174
H: -5.8063 -3.3036 0.1580
H: -7.6482 -3.1242 -1.3084
H: -8.9588 -1.9450 -1.0586
H: -8.0359 -2.5498 0.3389
H: -5.4952 0.7338 -1.2078
H: -3.0962 0.7381 -0.6552
H: 3.0245 -3.6941 1.4354
H: 4.3896 -1.8379 2.5540
H: 4.1641 -0.2859 1.7149
H: 4.8765 -2.9555 0.3575
H: 6.0578 -1.7621 0.9073
H: 3.6513 -2.6495 -1.5381
H: 4.5856 -1.7373 -2.7459
H: 2.3196 -0.9033 -2.8322
H: 2.2610 -0.6715 -1.0676
H: 4.5651 2.0624 -1.3222
H: 3.6414 1.0793 -0.1499
H: 6.0352 0.4031 -0.0731
H: 6.0403 0.1861 -1.8395

Cartesian forces (eV/Å) of the 2 atoms listed first:
H -0.2 -0.2 -0.1
N 0.0 0.2 0.2

## Properties
**Lowest unoccupied orbital energy**: 0.0197 Eh
**Frontier orbital gap**: 7.8 eV
**ΔE to the lowest compared entry with this formula, charge and spin**: 405.4 kJ/mol
**Structure (SMILES)**: [H]/N=c1\c2c(-c3ccc(OC)cc3)c(-c3ccc(OC)cc3)oc2ncn1CCN1CCOCC1
**E_HOMO**: -0.268 Ha
**Multiplicity**: 1
**E_tot**: -41565.74939 eV

No. 3
The following is a quantum chemistry calculation of a 2-piece molecular cluster, C2H4BFO2 overall, from OMol25.

Positions of all 10 atoms, in Å:
B: 0.9393 -0.2404 0.0917
C: -0.3528 -0.9796 0.4579
C: -2.1234 0.4611 -0.2114
O: 2.1025 -0.9478 0.0398
O: 0.8978 1.1057 -0.0984
F: -3.3108 -0.0669 -0.0373
H: -0.7086 -1.9279 0.1014
H: -2.0777 1.5074 0.0777
H: 2.8984 -0.4434 -0.1381
H: 1.7353 1.5318 -0.2834

Cartesian forces (eV/Å) of the 2 atoms listed first:
B 0.2 0.1 0.3
C -3.2 2.6 -1.6

## Properties
**Lowest unoccupied orbital energy (spin up / spin down)**: -0.0069 / -0.0314 Eh
**Frontier orbital gap (spin up / spin down)**: 9.2 / 7.3 eV
**ΔE to the lowest compared entry with this formula, charge and spin**: 566.0 kJ/mol
**E_HOMO (spin up / spin down)**: -0.344 / -0.298 Ha
**Multiplicity**: 1
**E_tot**: -9623.48094 eV

No. 4
The following is a quantum chemistry calculation of C4H7NO in the gas phase, from OMol25.

Positions of all 13 atoms, in Å:
C: -0.5153 -0.5865 1.5917
C: 0.6428 0.0277 0.7639
C: 0.0252 0.6370 -0.4293
O: 0.9329 0.4274 -2.2888
C: -0.3366 -0.1266 -1.5822
N: -1.2152 -0.8795 -1.9145
H: -0.0923 -1.1246 2.4446
H: -1.1915 0.1852 1.9718
H: -1.0895 -1.2820 0.9741
H: 1.3263 -0.7696 0.4569
H: 1.1818 0.7690 1.3612
H: -0.3151 1.6728 -0.3691
H: 0.6464 1.0497 -2.9803

Cartesian forces (eV/Å) of the 2 atoms listed first:
C 0.0 -0.1 0.1
C 0.0 -0.1 -0.1

## Properties
**Lowest unoccupied orbital energy (spin up / spin down)**: -0.0284 / -0.0511 Eh
**Frontier orbital gap (spin up / spin down)**: 8.1 / 6.6 eV
**ΔE to the lowest compared entry with this formula, charge and spin**: 489.1 kJ/mol
**E_HOMO (spin up / spin down)**: -0.328 / -0.293 Ha
**Multiplicity**: 1
**E_tot**: -7794.57538 eV

No. 5
The following is a quantum chemistry calculation of a 17-piece molecular cluster, C24H83NO19P overall, from OMol25.

Positions of all 128 atoms, in Å:
C: -0.2560 -2.6948 1.0951
C: 1.2671 -2.6879 0.4532
O: 1.4875 -1.6501 -0.5656
P: 1.9151 -0.1071 0.1764
O: 1.0959 0.2149 1.4934
C: 3.7891 -0.0399 0.7050
C: 3.9911 0.2313 2.3153
C: 4.1653 1.8540 2.6771
N: 3.2442 2.1484 3.8402
C: 2.7241 3.5689 3.8166
O: 1.7471 1.0925 -1.0907
C: 0.8680 2.1997 -0.6844
C: 1.8208 3.2651 0.1589
H: -0.3599 -3.7368 1.6675
H: -1.1009 -2.7263 0.2598
H: -0.4351 -1.8598 1.8965
H: 2.1227 -2.7054 1.2826
H: 1.3746 -3.7332 -0.1137
H: 4.3311 -1.0476 0.3826
H: 4.2871 0.8946 0.1544
H: 3.1742 -0.2492 3.0018
H: 5.0402 -0.2607 2.5985
H: 4.0160 2.5457 1.7448
H: 5.2742 2.0638 3.0651
H: 3.0934 4.2115 2.8988
H: 1.5378 3.4840 3.7273
H: 2.9862 4.1927 4.7830
H: -0.1042 1.8819 -0.1157
H: 0.4973 2.7183 -1.6936
H: 2.9141 3.1873 -0.2883
H: 1.4185 4.3677 0.1300
H: 1.8989 2.8178 1.2566
C: -1.7740 4.7620 1.4443
O: -0.9204 5.6693 0.7717
H: -1.1952 3.8851 1.7438
H: -2.1898 5.2423 2.3333
H: -2.5793 4.4526 0.7737
H: -1.4614 6.4364 0.5183
C: 7.4534 -1.6847 1.4973
O: 6.3084 -2.0247 0.7372
H: 7.1919 -1.6958 2.5580
H: 8.2449 -2.4149 1.3118
H: 7.7931 -0.6843 1.2185
H: 6.5709 -2.0067 -0.1988
C: -2.6600 -5.3782 0.2039
O: -1.9727 -4.5688 -0.7324
H: -1.9545 -5.7169 0.9663
H: -3.4532 -4.7951 0.6780
H: -3.0859 -6.2457 -0.3063
H: -2.6236 -4.2835 -1.3959
C: -1.0707 7.4060 4.8530
O: -0.6490 6.0549 4.8186
H: -1.3007 7.6803 5.8852
H: -0.2703 8.0481 4.4774
H: -1.9664 7.5248 4.2385
H: -0.4522 5.8404 3.8909
C: -1.0626 9.2398 -0.6765
O: -1.1010 7.8301 -0.8017
H: -1.9489 9.5723 -0.1309
H: -0.1664 9.5332 -0.1246
H: -1.0572 9.6947 -1.6700
H: -0.3030 7.5646 -1.2895
C: 6.0896 2.1574 -2.2305
O: 5.5238 0.8613 -2.2952
H: 7.1084 2.1203 -2.6235
H: 5.4937 2.8467 -2.8336
H: 6.1145 2.4937 -1.1911
H: 4.6209 0.9255 -1.9401
C: 4.6876 -0.4220 -5.4062
O: 3.7629 0.6432 -5.2854
H: 5.3723 -0.2064 -6.2299
H: 5.2565 -0.5189 -4.4783
H: 4.1503 -1.3502 -5.6155
H: 3.1690 0.4238 -4.5475
C: -0.9476 -8.1641 -1.0788
O: -1.3807 -8.3913 0.2498
H: -0.5868 -7.1363 -1.1641
H: -0.1357 -8.8541 -1.3214
H: -1.7840 -8.3125 -1.7661
H: -1.6949 -9.3103 0.2948
C: -5.4717 3.9853 1.7617
O: -4.7843 4.7947 0.8254
H: -4.7661 3.6466 2.5241
H: -6.2649 4.5684 2.2358
H: -5.8975 3.1178 1.2516
H: -5.4353 5.0800 0.1619
C: -0.7804 12.3310 -3.3962
O: -0.3292 11.8168 -2.1567
H: -1.6901 11.8022 -3.6902
H: -0.9987 13.3966 -3.2918
H: -0.0110 12.1785 -4.1569
H: 0.4784 12.3047 -1.9218
C: 3.5424 -5.3479 -1.8073
O: 2.9765 -6.6441 -1.8720
H: 4.5612 -5.3850 -2.2003
H: 2.9465 -4.6587 -2.4104
H: 3.5673 -5.0117 -0.7679
H: 2.0737 -6.5798 -1.5169
C: -4.4987 -4.4677 3.9005
O: -3.8250 -3.9083 2.7880
H: -5.5761 -4.4142 3.7271
H: -4.2024 -5.5128 4.0192
H: -4.2483 -3.9021 4.8013
H: -2.8720 -3.9697 2.9704
C: -7.5369 -7.4054 3.3116
O: -6.1934 -6.9875 3.1542
H: -7.5825 -8.1684 4.0923
H: -8.1533 -6.5516 3.6032
H: -7.9008 -7.8271 2.3715
H: -6.1844 -6.3112 2.4556
C: -9.9652 -4.0519 2.9901
O: -10.5311 -5.3480 2.9254
H: -8.9465 -4.0890 2.5970
H: -10.5612 -3.3626 2.3870
H: -9.9404 -3.7157 4.0295
H: -11.4340 -5.2838 3.2805
C: 1.2616 -1.2782 -6.4279
O: 1.3098 -0.3177 -7.4669
H: 0.2349 -1.6367 -6.3228
H: 1.9149 -2.1181 -6.6764
H: 1.5823 -0.8182 -5.4900
H: 2.2322 -0.0180 -7.5366
C: 1.0491 -5.2915 -5.0539
O: 1.0532 -5.0785 -3.6543
H: 0.3582 -4.5843 -5.5189
H: 2.0542 -5.1300 -5.4509
H: 0.7209 -6.3117 -5.2672
H: 1.6746 -5.7198 -3.2694

Cartesian forces (eV/Å) of the 2 atoms listed first:
C 0.1 -0.7 0.4
C -0.5 -1.8 0.5

## Properties
**Lowest unoccupied orbital energy**: 0.0638 Eh
**Frontier orbital gap**: 2.8 eV
**E_HOMO**: -0.039 Ha
**Multiplicity**: 1
**Charge**: -1
**E_tot**: -75903.20802 eV